Record 1
The following is a DFT calculation (wB97M-V/def2-TZVPD) of C43H38FMnN8O7S as an isolated structure.

Each line ends with the Mulliken spin population.
CARTESIAN COORDINATES (ANGSTROEM)
Mn1 0.0475 -0.2604 0.5378  4.794
S1 -3.2249 -0.7653 0.8438  0.021
F1 2.0385 1.6380 7.0570  0.000
O1 0.0076 -2.4010 -0.5560  0.041
O2 -2.4321 -0.4437 4.9517  0.000
O3 0.0963 0.1775 2.6484  0.047
O4 8.9412 9.2262 0.1461  0.000
O5 -0.5085 2.7724 7.5250  0.000
O6 -1.1673 -2.6205 1.3378  -0.002
O7 1.1676 -1.6952 2.1511  0.040
N1 -2.0753 -0.0409 0.0041  0.035
N2 -0.1626 -0.5407 5.2386  0.004
N3 2.1168 0.1342 -0.2671  0.125
N4 0.2114 2.0164 -0.0754  0.099
N5 -1.4213 1.1101 6.2694  0.000
N6 0.0922 -4.7728 -1.2193  0.002
N7 3.7864 5.3750 -0.0228  0.001
N8 5.3766 3.8324 0.0278  0.000
C1 -0.3448 1.7801 6.8597  -0.001
C2 3.2163 4.1379 -0.0476  -0.008
C3 -0.6560 -4.5962 0.0683  0.011
C4 -6.1794 1.7611 1.8871  0.000
C5 7.4645 5.9489 0.0580  -0.001
C6 -0.0260 -1.5880 4.2431  -0.018
C7 -1.4172 0.0092 5.4422  0.000
C8 -3.4439 -2.2521 -1.4946  0.006
C9 -6.3367 1.4944 -0.5005  -0.001
C10 1.5739 -5.3272 0.5397  0.000
C11 1.3297 -5.5586 -0.9479  0.000
C12 5.6817 7.5541 0.0932  -0.002
C13 0.4611 -1.0060 2.9153  -0.007
C14 1.8289 3.8003 -0.0743  0.003
C15 8.3844 6.9718 0.0880  0.000
C16 0.9160 1.1220 6.5481  0.001
C17 6.0932 6.2242 0.0593  0.003
C18 -0.5043 4.2980 -0.0278  0.002
C19 8.5692 10.5948 0.1715  0.000
C20 -5.1055 0.8829 1.9166  0.002
C21 -4.7508 -3.0289 0.3780  -0.002
C22 1.4940 2.4351 -0.0996  -0.045
C23 -3.9024 -3.3206 -2.2547  0.001
C24 -6.7928 2.0661 0.6811  0.001
C25 -0.7458 2.9208 -0.0366  0.014
C26 -0.6298 -3.0667 0.3371  -0.097
C27 3.0293 -0.8211 -0.2843  0.017
C28 -5.2041 -4.0959 -0.3845  0.000
C29 -5.2667 0.6150 -0.4810  0.000
C30 5.0855 5.1725 0.0230  -0.002
C31 -4.7836 -4.2404 -1.7006  0.000
C32 -4.6623 0.3150 0.7310  0.003
C33 4.3947 -0.5736 -0.1547  -0.001
C34 0.7935 4.7438 -0.0423  0.002
C35 -3.8838 -2.1090 -0.1911  0.001
C36 2.5222 1.4149 -0.1407  -0.077
C37 0.9657 0.0416 5.7621  -0.001
C38 4.1883 3.1511 -0.0183  -0.003
C39 6.5982 8.5890 0.1251  0.001
C40 7.9617 8.3028 0.1206  0.000
C41 0.1551 -5.3583 1.1155  -0.001
C42 3.8882 1.7630 -0.0615  -0.016
C43 4.8309 0.7233 -0.0453  0.008
H1 2.1395 -5.2167 -1.5889  0.000
H2 1.1400 -6.6129 -1.1470  0.000
H3 -5.0638 -2.9126 1.4091  0.000
H4 7.9889 10.8622 -0.7149  0.000
H5 -1.7612 2.5445 -0.0048  -0.006
H6 -6.8220 1.7290 -1.4385  0.000
H7 -1.3356 4.9878 0.0008  0.000
H8 4.6206 7.7603 0.0956  0.000
H9 0.6410 -2.3745 4.5902  0.001
H10 -2.4550 0.4742 -0.7817  0.014
H11 5.8863 0.9462 0.0452  0.001
H12 0.0777 -4.8733 2.0860  0.000
H13 -6.5384 2.2033 2.8066  0.000
H14 6.2986 3.4374 0.0692  0.000
H15 -4.6101 0.6369 2.8489  0.000
H16 -4.9190 0.1638 -1.4029  0.000
H17 1.9091 -0.4264 5.5163  0.000
H18 7.8306 4.9295 0.0304  0.000
H19 -1.6906 -4.9252 -0.0058  0.000
H20 -3.5786 -3.4297 -3.2830  0.000
H21 9.4992 11.1547 0.1793  0.000
H22 -5.8839 -4.8177 0.0488  0.000
H23 -7.6261 2.7556 0.6591  0.000
H24 -2.7343 -1.5426 -1.9022  0.001
H25 2.2197 -6.0902 0.9674  0.000
H26 9.4483 6.7765 0.0907  0.000
H27 7.9945 10.8329 1.0698  0.000
H28 -1.0214 -1.9914 4.0645  0.001
H29 1.0498 5.7944 -0.0145  0.000
H30 -0.4657 -5.1477 -1.9786  0.000
H31 -2.3315 1.5057 6.4531  0.000
H32 2.6579 -1.8308 -0.4064  -0.011
H33 0.2978 -3.7011 -1.3746  0.000
H34 -5.1429 -5.0716 -2.2937  0.000
H35 2.0221 -4.3464 0.7129  0.000
H36 6.2435 9.6092 0.1585  0.000
H37 5.0934 -1.3982 -0.1549  -0.001
H38 -0.1998 -6.3859 1.2059  0.000

**Charge**: +1
**Spin multiplicity**: 6
**E_tot**: -4275.20440 a.u.
**Relative energy (zero: lowest compared OMol25 entry of this formula, charge and spin)**: 14.5 kcal/mol

Record 2
The following is a DFT calculation (wB97M-V/def2-TZVPD) of C43H38FN6O7PRuS as an isolated structure.

Each line ends with the Mulliken spin population.
CARTESIAN COORDINATES (ANGSTROEM)
Ru1 0.6090 0.3374 0.2285  3.756
S1 -0.9150 1.7889 -1.8892  -0.081
P1 -2.2948 -0.1542 0.2211  0.277
F1 1.5062 1.8239 -6.2544  0.000
O1 1.9907 1.4361 -0.9728  0.170
O2 2.4468 3.2674 0.2401  0.013
O3 -0.4651 2.5834 -2.9881  0.015
O4 5.0452 1.2348 -2.2755  0.000
O5 -0.5737 2.3022 -0.5431  0.123
O6 3.3825 -0.2664 -6.2226  0.000
O7 -0.4998 0.3596 -1.8947  0.144
N1 3.2854 2.3780 -3.1749  0.003
N2 1.4504 -1.4446 -1.2458  0.078
N3 4.2131 0.5600 -4.2758  0.001
N4 2.8062 -0.6144 0.8863  -0.011
N5 0.4688 -1.1463 2.1458  -0.005
N6 0.8073 1.6921 2.1927  0.065
C1 1.8037 1.6965 3.0923  0.015
C2 -2.9328 -4.5026 -1.1888  0.002
C3 -3.3622 -0.0737 1.7021  0.011
C4 0.7015 -2.0400 -2.1836  0.034
C5 2.6128 -2.5921 -3.4898  0.001
C6 -2.5683 -1.8485 -0.3988  -0.022
C7 -0.8753 -2.2245 3.7950  0.002
C8 2.4854 2.6202 -0.7902  -0.006
C9 -2.6746 1.7191 -1.8825  0.068
C10 1.9167 2.7127 4.0317  0.001
C11 -3.7974 -3.5144 -1.6390  -0.001
C12 -0.0461 3.7160 3.1527  0.004
C13 2.6446 -1.9543 1.4771  0.026
C14 2.3976 2.5198 -4.2193  0.003
C15 3.5943 -0.7691 -0.3414  0.001
C16 1.1497 -3.2413 3.0443  0.000
C17 3.2077 3.2271 -2.0016  0.010
C18 4.2315 1.3813 -3.1727  -0.002
C19 -0.6038 -1.1728 2.9455  0.007
C20 -4.6625 -1.0840 3.4632  -0.004
C21 -5.4182 1.7062 -1.7042  0.003
C22 3.5271 0.3072 1.7856  0.023
C23 2.7759 -1.4325 -1.4091  0.004
C24 -4.7994 2.4748 -2.6730  0.000
C25 -4.8280 0.1547 4.0626  0.008
C26 -1.8811 -4.1661 -0.3503  0.005
C27 -3.6201 -2.1972 -1.2444  -0.001
C28 -3.2740 0.9126 -0.9143  -0.012
C29 1.3593 -2.1310 2.2341  0.026
C30 0.9882 3.7355 4.0688  0.002
C31 3.3243 0.5693 -5.3532  0.000
C32 -3.4114 2.4895 -2.7587  -0.001
C33 -4.6617 0.9344 -0.8284  0.002
C34 1.2375 -2.6246 -3.3128  0.010
C35 -4.2699 1.2854 3.4786  -0.005
C36 3.3926 -2.0003 -2.5153  0.008
C37 -1.6983 -2.8464 0.0354  0.023
C38 0.0061 -3.2975 3.8185  0.001
C39 2.8324 0.5950 3.1118  0.028
C40 2.3903 1.6845 -5.2640  -0.002
C41 -0.0856 2.6877 2.2318  0.047
C42 -3.9315 -1.2009 2.2876  0.015
C43 -3.5422 1.1715 2.3068  0.039
H1 -0.8496 2.6718 1.4705  0.001
H2 3.6050 0.8953 3.8197  0.001
H3 -5.1668 0.3488 -0.0706  0.001
H4 -0.8590 -2.5987 0.6765  0.005
H5 -1.2505 -0.3084 2.9018  0.018
H6 4.2205 3.4730 -1.6839  0.000
H7 -4.2980 -1.4419 -1.6147  0.001
H8 3.9175 0.2080 -0.7005  0.018
H9 1.6846 3.3235 -4.1385  0.000
H10 4.9299 -0.1497 -4.3032  0.000
H11 -4.4089 2.2566 3.9342  0.000
H12 4.5179 -0.1213 1.9884  0.000
H13 -1.7588 -2.1998 4.4157  0.000
H14 0.5845 -3.0802 -4.0421  0.000
H15 -0.7984 4.4901 3.1237  0.001
H16 4.4706 -1.9583 -2.5954  0.001
H17 -2.8961 3.0944 -3.4917  0.000
H18 1.0779 4.5326 4.7940  0.000
H19 -3.8095 -2.1730 1.8274  0.002
H20 4.4986 -1.3576 -0.1391  0.012
H21 3.4841 -2.1666 2.1523  0.002
H22 -3.1268 2.0616 1.8470  0.005
H23 -0.1807 -4.1503 4.4564  0.000
H24 -3.0753 -5.5295 -1.4971  0.000
H25 -6.4968 1.7023 -1.6214  0.000
H26 2.6884 -2.7040 0.6858  -0.005
H27 2.7047 4.1562 -2.2648  0.000
H28 -5.4000 0.2436 4.9760  0.001
H29 2.7428 2.6945 4.7285  0.001
H30 3.0649 -3.0231 -4.3729  0.000
H31 -1.1951 -4.9274 -0.0027  0.000
H32 -5.1110 -1.9644 3.9049  0.000
H33 3.6723 1.2400 1.2391  0.002
H34 -4.6139 -3.7684 -2.3013  0.000
H35 1.8909 -4.0286 3.0807  0.001
H36 -0.3649 -2.0235 -2.0262  0.010
H37 -5.3891 3.0705 -3.3558  0.000
H38 2.3958 -0.3132 3.5318  0.002

**Charge**: +1
**Spin multiplicity**: 6
**E_tot**: -3450.79200 a.u.
**Relative energy (zero: lowest compared OMol25 entry of this formula, charge and spin)**: 0.0 kcal/mol